Record 1
ORCA calculation (wB97M-V/def2-TZVPD) on a 7-piece molecular cluster, C33H84N4O11 overall.

XYZ file:
```
132
Properties=species:S:1:pos:R:3:lowdin_charge:R:1
C 1.914 1.694 2.320 -0.04
C 0.638 1.296 1.565 -0.49
C 0.091 2.379 0.665 -0.04
O 1.058 0.229 0.752 -0.09
H 2.269 0.878 2.950 0.05
H 1.845 2.601 2.921 0.06
H 2.721 1.783 1.592 0.09
H -0.204 0.930 2.153 0.12
H -0.900 2.162 0.267 0.07
H 0.674 2.437 -0.255 0.07
H -0.052 3.314 1.207 0.07
H 1.144 -0.566 1.282 0.01
C 1.490 5.906 2.524 -0.06
C 1.427 7.436 2.489 -0.48
C 0.035 7.873 1.994 -0.06
O 1.512 7.947 3.812 -0.06
H 1.288 5.600 1.498 0.07
H 0.756 5.497 3.219 0.08
H 2.476 5.545 2.815 0.08
H 2.283 7.769 1.903 0.13
H -0.005 8.961 1.943 0.07
H -0.820 7.531 2.577 0.09
H -0.025 7.556 0.953 0.07
H 1.699 8.887 3.773 0.09
C -0.820 2.063 4.850 -0.05
C 0.087 1.655 6.035 -0.51
C 0.595 2.882 6.788 -0.05
O -0.614 0.840 6.919 -0.04
H -1.518 2.825 5.198 0.08
H -1.394 1.263 4.382 0.07
H -0.222 2.520 4.062 0.05
H 0.887 1.106 5.538 0.12
H 1.035 3.644 6.145 0.08
H 1.270 2.548 7.575 0.08
H -0.203 3.368 7.350 0.08
H -1.453 1.269 7.100 0.09
C -2.413 -0.474 -0.061 -0.12
O -3.461 0.190 0.587 -0.22
C -4.672 0.263 -0.191 -0.19
C -5.585 1.350 0.459 -0.17
N -4.940 2.660 0.436 -0.08
C -5.047 3.391 -0.806 -0.22
C -4.092 4.550 -0.989 -0.17
O -2.767 4.053 -1.391 -0.19
C -1.665 4.928 -1.349 -0.13
H -2.701 -1.520 -0.162 0.07
H -1.527 -0.447 0.573 0.07
H -2.207 -0.095 -1.062 0.10
H -5.040 -0.762 -0.142 0.12
H -4.414 0.486 -1.226 0.11
H -5.726 1.048 1.497 0.11
H -6.510 1.382 -0.117 0.12
H -3.949 2.578 0.613 0.10
H -6.104 3.628 -0.920 0.12
H -4.746 2.659 -1.556 0.11
H -4.028 5.096 -0.048 0.12
H -4.418 5.289 -1.720 0.12
H -0.749 4.355 -1.491 0.07
H -1.501 5.345 -0.356 0.07
H -1.648 5.774 -2.037 0.08
C 3.646 -5.710 1.309 -0.12
O 2.992 -4.453 1.228 -0.20
C 3.619 -3.492 2.085 -0.19
C 2.925 -2.073 1.883 -0.14
N 1.531 -2.052 2.354 -0.07
C 1.209 -2.000 3.798 -0.15
C -0.301 -2.155 4.204 -0.17
O -0.873 -3.272 3.516 -0.22
C -2.230 -3.172 3.148 -0.09
H 4.663 -5.645 1.696 0.08
H 3.622 -6.221 0.347 0.09
H 3.253 -6.425 2.032 0.08
H 4.673 -3.417 1.815 0.11
H 3.539 -3.846 3.113 0.11
H 2.898 -1.885 0.809 0.11
H 3.501 -1.236 2.278 0.12
H 0.990 -2.835 2.014 0.09
H 1.504 -1.016 4.161 0.09
H 1.774 -2.715 4.396 0.11
H -0.832 -1.256 3.892 0.10
H -0.565 -2.162 5.261 0.12
H -2.698 -2.997 4.116 0.09
H -2.655 -4.069 2.698 0.09
H -2.350 -2.322 2.476 0.08
C -4.088 -9.529 -3.250 -0.11
O -4.364 -8.682 -2.144 -0.21
C -4.537 -7.314 -2.514 -0.20
C -4.692 -6.595 -1.151 -0.21
N -3.479 -6.129 -0.465 -0.05
C -2.870 -5.021 -1.183 -0.22
C -1.439 -4.780 -0.683 -0.23
O -0.937 -3.683 -1.426 -0.19
C 0.214 -3.112 -0.746 -0.07
H -4.008 -10.504 -2.770 0.09
H -3.180 -9.283 -3.801 0.08
H -4.911 -9.560 -3.965 0.08
H -5.478 -7.169 -3.044 0.12
H -3.644 -6.947 -3.021 0.11
H -5.303 -7.185 -0.468 0.12
H -5.347 -5.740 -1.316 0.11
H -2.868 -6.920 -0.612 0.10
H -3.483 -4.125 -1.092 0.12
H -2.757 -5.152 -2.259 0.11
H -0.867 -5.685 -0.887 0.12
H -1.396 -4.650 0.398 0.11
H 0.943 -3.886 -0.507 0.07
H -0.103 -2.695 0.210 0.06
H 0.710 -2.370 -1.371 0.10
C 4.736 -1.658 -6.608 -0.10
O 3.780 -0.777 -7.263 -0.18
C 4.471 0.262 -7.992 -0.21
C 5.246 1.312 -7.183 -0.22
N 4.327 2.034 -6.315 -0.05
C 4.988 3.028 -5.429 -0.19
C 4.054 3.572 -4.290 -0.17
O 3.589 2.484 -3.423 -0.21
C 2.542 2.835 -2.541 -0.12
H 4.263 -2.396 -5.960 0.08
H 5.387 -1.165 -5.887 0.07
H 5.361 -2.201 -7.317 0.08
H 3.687 0.724 -8.590 0.12
H 5.142 -0.230 -8.696 0.11
H 5.740 2.021 -7.847 0.12
H 6.008 0.782 -6.610 0.10
H 3.822 1.407 -5.706 0.10
H 5.271 3.878 -6.051 0.11
H 5.940 2.720 -4.996 0.11
H 3.215 4.097 -4.747 0.11
H 4.538 4.304 -3.643 0.11
H 1.689 3.209 -3.107 0.09
H 2.904 3.576 -1.829 0.08
H 2.288 1.967 -1.933 0.08
```

The max |F| is 0.047 Eh/bohr. Its HOMO energy is -8.438 eV. The spin multiplicity is 1. The value obtained for the relative energy (zero: lowest compared OMol25 entry of this formula, charge and spin) is 31.15 kcal per mole. The structure (SMILES) is COCCNCCOC.COCCNCCOC.COCCNCCOC.COCCNCCOC.CC(C)O.CC(C)O.CC(C)O. Its LUMO energy is 0.0241 hartree. As for the net charge: 0.

Record 2
ORCA calculation (wB97M-V/def2-TZVPD) on a 11-piece molecular cluster, C33H88O33S11 overall.

XYZ file:
```
165
Properties=species:S:1:pos:R:3:lowdin_charge:R:1
O 3.534 8.058 -6.768 -0.31
S 4.149 7.969 -8.099 0.67
O 4.294 6.688 -8.868 -0.32
O 3.572 9.043 -9.151 -0.29
C 3.162 10.320 -8.515 -0.22
C 2.611 11.330 -9.557 -0.06
C 5.863 8.656 -8.014 -0.11
H 4.086 10.822 -8.229 0.11
H 2.417 10.063 -7.761 0.12
H 1.769 10.912 -10.109 0.08
H 3.296 11.697 -10.322 0.07
H 2.343 12.229 -9.001 0.08
H 5.847 9.567 -7.416 0.06
H 6.136 8.842 -9.053 0.07
H 6.475 7.918 -7.496 0.07
O 3.688 9.957 6.533 -0.33
S 2.982 8.765 7.132 0.66
O 1.631 8.947 7.631 -0.28
O 2.874 7.552 6.122 -0.28
C 4.084 7.218 5.457 -0.28
C 3.596 6.851 4.053 -0.06
C 4.053 7.985 8.386 -0.12
H 4.530 6.361 5.962 0.12
H 4.735 8.086 5.362 0.12
H 2.890 6.020 4.076 0.08
H 4.461 6.585 3.445 0.08
H 3.187 7.712 3.525 0.09
H 5.097 7.786 8.144 0.07
H 3.831 6.918 8.405 0.07
H 3.985 8.484 9.353 0.07
O 8.615 -2.977 -2.841 -0.29
S 9.520 -4.007 -2.361 0.67
O 9.474 -5.360 -2.806 -0.28
O 11.138 -3.474 -2.395 -0.29
C 12.175 -4.447 -2.336 -0.26
C 13.084 -3.888 -1.153 -0.05
C 9.353 -3.919 -0.536 -0.12
H 12.725 -4.353 -3.272 0.11
H 11.886 -5.485 -2.167 0.11
H 12.398 -3.889 -0.306 0.06
H 13.525 -2.910 -1.344 0.07
H 13.942 -4.527 -0.944 0.07
H 8.295 -3.891 -0.273 0.06
H 9.711 -2.959 -0.165 0.07
H 9.931 -4.687 -0.022 0.06
O 1.052 -0.070 6.320 -0.29
S 2.114 -1.057 6.282 0.70
O 2.024 -2.368 5.545 -0.33
O 3.509 -0.332 5.773 -0.29
C 4.695 -1.064 5.376 -0.29
C 5.776 -0.170 4.940 -0.08
C 2.556 -1.304 8.041 -0.11
H 4.462 -1.795 4.602 0.12
H 4.885 -1.700 6.241 0.11
H 6.135 0.504 5.718 0.08
H 5.544 0.440 4.067 0.09
H 6.647 -0.786 4.716 0.09
H 1.984 -2.117 8.490 0.07
H 2.355 -0.307 8.431 0.06
H 3.598 -1.559 8.233 0.06
O 5.704 -11.539 6.232 -0.30
S 4.304 -11.904 6.408 0.71
O 3.791 -12.197 7.810 -0.33
O 3.244 -10.755 5.831 -0.27
C 3.837 -9.819 4.893 -0.29
C 2.785 -8.931 4.278 -0.07
C 3.858 -13.245 5.240 -0.12
H 4.507 -10.287 4.172 0.11
H 4.494 -9.179 5.481 0.11
H 3.197 -8.108 3.693 0.08
H 2.024 -8.688 5.019 0.09
H 2.244 -9.481 3.508 0.07
H 2.816 -13.483 5.454 0.07
H 4.214 -14.234 5.527 0.07
H 4.155 -13.017 4.216 0.07
O -0.114 0.961 -2.964 -0.29
S 0.515 0.772 -1.673 0.66
O 0.134 1.486 -0.444 -0.31
O 0.596 -0.792 -1.314 -0.27
C -0.592 -1.268 -0.693 -0.26
C -0.495 -2.819 -0.510 -0.07
C 2.348 0.972 -1.955 -0.10
H -1.456 -1.171 -1.350 0.12
H -0.649 -0.915 0.337 0.12
H 0.496 -3.263 -0.602 0.08
H -1.049 -3.360 -1.277 0.06
H -1.013 -3.313 0.312 0.07
H 2.865 0.732 -1.026 0.06
H 2.685 1.969 -2.237 0.06
H 2.684 0.440 -2.845 0.07
O -3.799 13.023 -5.354 -0.33
S -3.780 11.513 -5.311 0.70
O -3.238 10.750 -6.410 -0.31
O -3.089 10.969 -3.902 -0.27
C -2.628 9.633 -3.798 -0.30
C -2.679 9.011 -2.430 -0.06
C -5.574 10.976 -5.150 -0.08
H -1.611 9.766 -4.167 0.12
H -3.193 9.005 -4.488 0.11
H -3.613 8.455 -2.350 0.08
H -2.564 9.632 -1.542 0.08
H -1.826 8.358 -2.248 0.08
H -5.989 10.864 -6.152 0.07
H -6.103 11.738 -4.578 0.06
H -5.423 10.066 -4.568 0.05
O -11.558 -4.580 -0.070 -0.31
S -11.080 -5.596 0.893 0.70
O -11.675 -6.921 1.000 -0.30
O -9.470 -5.861 0.597 -0.27
C -8.513 -4.847 0.482 -0.29
C -8.708 -4.190 -0.874 -0.09
C -10.953 -4.979 2.692 -0.07
H -7.560 -5.371 0.406 0.12
H -8.261 -4.235 1.349 0.12
H -9.689 -3.797 -1.142 0.06
H -8.524 -4.823 -1.742 0.08
H -8.123 -3.282 -1.018 0.07
H -10.402 -4.044 2.586 0.05
H -10.468 -5.826 3.176 0.07
H -11.999 -4.760 2.907 0.06
O -4.627 -15.895 0.494 -0.28
S -3.219 -15.817 0.302 0.62
O -2.625 -16.641 -0.712 -0.27
O -2.874 -14.242 -0.066 -0.28
C -3.253 -13.207 0.846 -0.26
C -2.543 -11.944 0.264 -0.06
C -2.379 -15.998 1.900 -0.12
H -2.886 -13.367 1.860 0.10
H -4.334 -13.132 0.961 0.12
H -1.472 -12.132 0.193 0.07
H -2.687 -11.016 0.817 0.08
H -2.720 -11.822 -0.804 0.08
H -3.084 -15.914 2.727 0.07
H -1.559 -15.301 2.070 0.07
H -2.065 -17.041 1.930 0.07
O -6.815 4.129 -8.619 -0.33
S -5.828 5.165 -8.188 0.72
O -5.991 6.498 -8.804 -0.31
O -5.941 5.309 -6.534 -0.28
C -6.715 4.376 -5.799 -0.29
C -6.210 2.930 -5.750 -0.08
C -4.071 4.548 -8.174 -0.08
H -7.747 4.327 -6.148 0.12
H -6.798 4.789 -4.793 0.12
H -6.733 2.610 -4.849 0.08
H -5.160 2.878 -5.465 0.07
H -6.366 2.320 -6.640 0.08
H -4.126 3.633 -7.585 0.05
H -3.604 5.342 -7.590 0.07
H -3.695 4.367 -9.181 0.07
O -5.128 6.283 2.862 -0.29
S -4.914 5.425 3.995 0.66
O -5.396 5.684 5.366 -0.31
O -5.513 3.901 3.660 -0.30
C -4.807 3.103 2.654 -0.25
C -5.892 2.199 1.998 -0.05
C -3.110 5.090 4.133 -0.11
H -4.018 2.686 3.279 0.11
H -4.370 3.691 1.847 0.11
H -5.490 1.849 1.047 0.07
H -6.825 2.755 1.902 0.08
H -6.190 1.349 2.612 0.07
H -2.711 5.914 4.724 0.07
H -2.720 5.042 3.116 0.07
H -3.117 4.185 4.741 0.07
```

The max |F| is 0.097 Eh/bohr. Its HOMO energy is -10.907 eV. The spin multiplicity is 1. The value obtained for the relative energy (zero: lowest compared OMol25 entry of this formula, charge and spin) is 214.50 kcal per mole. The structure (SMILES) is CCOS(C)(=O)=O.CCOS(C)(=O)=O.CCOS(C)(=O)=O.CCOS(C)(=O)=O.CCOS(C)(=O)=O.CCOS(C)(=O)=O.CCOS(C)(=O)=O.CCOS(C)(=O)=O.CCOS(C)(=O)=O.CCOS(C)(=O)=O.CCOS(C)(=O)=O. Its LUMO energy is -0.0061 hartree. As for the net charge: 0.

Record 3
ORCA calculation (wB97M-V/def2-TZVPD) on C33H91AlF2N9O13S2 as an isolated structure.

XYZ file:
```
151
Properties=species:S:1:pos:R:3:lowdin_charge:R:1
Al 6.662 -8.761 14.016 1.26
N 5.716 -8.648 16.649 -0.27
S 4.400 -8.082 17.262 0.45
O 4.412 -6.710 17.683 -0.25
O 3.401 -8.992 17.770 -0.24
F 3.792 -7.963 15.733 -0.25
S 6.365 -8.934 18.157 0.51
O 5.771 -9.950 18.952 -0.22
O 6.940 -7.811 18.841 -0.26
F 7.689 -9.613 17.538 -0.20
C 5.429 -5.116 14.477 -0.22
O 5.890 -5.975 13.528 -0.16
H 5.006 -5.679 15.326 0.08
H 6.171 -4.380 14.794 0.09
H 4.582 -4.495 14.132 0.11
C 10.158 -8.872 20.691 -0.05
C 9.557 -9.600 21.908 -0.43
C 10.578 -10.248 22.867 -0.19
O 9.834 -11.080 23.751 -0.21
C 10.419 -11.351 24.993 -0.12
N 8.616 -8.772 22.611 0.06
H 10.744 -7.983 20.944 0.08
H 9.319 -8.444 20.137 0.05
H 10.774 -9.466 20.017 0.07
H 9.050 -10.458 21.454 0.13
H 11.109 -9.470 23.429 0.12
H 11.349 -10.886 22.424 0.13
H 10.834 -10.460 25.478 0.09
H 11.207 -12.097 24.853 0.09
H 9.720 -11.716 25.746 0.08
H 8.161 -9.365 23.305 0.08
H 9.191 -8.206 23.240 0.10
C 6.198 -13.868 25.035 -0.06
C 5.911 -12.382 24.969 -0.45
C 5.813 -11.884 23.520 -0.23
O 5.745 -10.483 23.404 -0.17
C 5.790 -10.066 22.066 -0.13
N 4.708 -12.026 25.731 0.04
H 7.147 -14.128 24.566 0.08
H 5.437 -14.375 24.432 0.08
H 6.126 -14.231 26.058 0.08
H 6.739 -11.827 25.422 0.13
H 4.928 -12.317 23.034 0.13
H 6.669 -12.311 22.981 0.12
H 4.867 -10.391 21.568 0.09
H 6.564 -10.565 21.473 0.07
H 5.852 -8.989 21.939 0.07
H 4.513 -11.048 25.535 0.07
H 3.961 -12.511 25.235 0.07
C 7.852 -12.593 17.312 -0.03
C 8.723 -11.954 16.221 -0.38
C 9.602 -12.973 15.509 -0.20
O 10.257 -12.403 14.398 -0.22
C 11.127 -13.300 13.755 -0.09
N 7.889 -11.314 15.167 0.06
H 6.833 -12.759 16.967 0.07
H 7.894 -11.966 18.197 0.07
H 8.210 -13.590 17.579 0.09
H 9.349 -11.225 16.735 0.13
H 9.048 -13.846 15.142 0.14
H 10.310 -13.343 16.260 0.14
H 11.264 -12.962 12.727 0.09
H 10.661 -14.281 13.602 0.09
H 12.091 -13.500 14.223 0.10
H 8.602 -11.223 14.445 0.02
H 7.283 -11.992 14.707 0.09
C 10.319 -7.022 13.552 -0.04
C 10.429 -8.218 14.509 -0.36
C 9.874 -7.857 15.890 -0.20
O 8.598 -7.283 15.781 -0.27
C 8.397 -6.201 16.686 -0.07
N 9.590 -9.272 13.878 0.04
H 11.266 -6.483 13.652 0.09
H 9.578 -6.246 13.739 0.08
H 10.256 -7.304 12.502 0.08
H 11.464 -8.554 14.594 0.15
H 10.611 -7.203 16.363 0.14
H 9.826 -8.722 16.558 0.12
H 8.584 -6.428 17.732 0.09
H 7.396 -5.800 16.527 0.08
H 9.011 -5.334 16.415 0.10
H 9.926 -10.179 14.208 0.05
H 9.939 -9.358 12.925 0.09
C 2.347 -9.416 11.901 -0.04
C 3.392 -9.326 13.030 -0.38
C 3.363 -10.612 13.828 -0.20
O 4.500 -10.583 14.645 -0.26
C 4.460 -11.539 15.691 -0.08
N 4.714 -9.198 12.340 0.05
H 2.357 -10.391 11.403 0.09
H 2.402 -8.720 11.064 0.09
H 1.340 -9.310 12.312 0.08
H 3.085 -8.486 13.652 0.13
H 3.328 -11.470 13.143 0.14
H 2.371 -10.745 14.274 0.14
H 3.635 -11.263 16.354 0.09
H 5.334 -11.345 16.312 0.05
H 4.392 -12.594 15.421 0.11
H 4.768 -10.074 11.826 0.10
H 4.594 -8.449 11.668 0.10
C 0.190 -6.753 14.697 -0.06
C 0.329 -5.462 15.480 -0.42
C 1.772 -5.023 15.710 -0.21
O 1.802 -3.734 16.286 -0.17
C 2.882 -3.511 17.158 -0.10
N -0.466 -4.493 14.723 0.04
H 0.531 -7.607 15.290 0.06
H 0.757 -6.857 13.768 0.07
H -0.841 -6.941 14.397 0.07
H -0.113 -5.522 16.482 0.14
H 2.347 -5.000 14.772 0.11
H 2.328 -5.771 16.283 0.10
H 2.852 -4.129 18.061 0.08
H 2.735 -2.501 17.543 0.09
H 3.858 -3.611 16.675 0.08
H -0.433 -3.565 15.124 0.07
H -1.413 -4.835 14.655 0.07
C 6.666 -4.887 23.181 -0.06
C 6.318 -6.013 22.213 -0.41
C 5.171 -5.631 21.286 -0.20
O 4.062 -5.177 22.056 -0.20
C 2.942 -4.806 21.300 -0.12
N 7.515 -6.268 21.368 0.04
H 7.054 -4.011 22.658 0.08
H 7.426 -5.182 23.905 0.07
H 5.771 -4.560 23.711 0.07
H 6.051 -6.929 22.747 0.12
H 4.825 -6.446 20.640 0.11
H 5.382 -4.810 20.588 0.13
H 3.200 -3.858 20.805 0.08
H 2.110 -4.512 21.939 0.09
H 2.609 -5.508 20.532 0.08
H 8.088 -6.975 21.828 0.02
H 7.216 -6.702 20.500 0.01
C -2.647 -9.886 14.114 -0.06
C -1.499 -10.907 13.944 -0.44
C -0.831 -11.238 15.283 -0.21
O -0.395 -10.010 15.827 -0.20
C 0.443 -10.154 16.960 -0.09
N -2.092 -12.090 13.340 0.04
H -3.473 -10.263 14.720 0.08
H -3.065 -9.598 13.147 0.08
H -2.385 -8.934 14.579 0.06
H -0.798 -10.326 13.332 0.12
H -0.013 -11.958 15.159 0.12
H -1.584 -11.769 15.876 0.13
H 0.674 -9.169 17.365 0.08
H 1.431 -10.551 16.707 0.06
H -0.052 -10.776 17.708 0.10
H -1.440 -12.867 13.355 0.07
H -2.313 -11.892 12.372 0.08
```

The max |F| is 0.159 Eh/bohr. Its HOMO energy is -9.835 eV. The spin multiplicity is 1. The value obtained for the relative energy (zero: lowest compared OMol25 entry of this formula, charge and spin) is 0.00 kcal per mole. Its LUMO energy is -0.2760 hartree. As for the net charge: +1.

Question: relative energy (zero: lowest compared OMol25 entry of this formula, charge and spin) of number 2 (C33H88O33S11)?
Answer: 214.50 kcal per mole

Question: Look up the net charge of the third one.
Answer: +1